Here is a 2-piece molecular cluster, CH4O2S2 overall from OMol25. Energies are from ωB97M-V/def2-TZVPD.

The HOMO-LUMO gap comes out at 9.626 eV. As for the molar mass: 112.175 g mol⁻¹. Its total charge is 0. As for the energy above the lowest of the compared OMol25 structures with the same formula, charge and spin: 50.98 kJ/mol. The LUMO energy comes out at 0.3 eV. The total energy comes out at -987.33000 a.u. The HOMO energy comes out at -9.3 eV.

XYZ file:
```
9
CH4O2S2, DFT ωB97M-V/def2-TZVPD
O -2.09 2.58 -0.97
C -1.22 2.19 -1.69
O -0.19 1.38 -1.29
H -1.14 2.39 -2.78
H -0.49 0.47 -1.41
S 1.67 -0.89 0.74
S -0.12 -1.85 1.07
H 2.43 -1.92 1.14
H -0.05 -1.98 2.42
```